Entry 1:
The following is a DFT calculation (ωB97M-V/def2-TZVPD) of C20H26ClCrN5O6S as an isolated structure in a non-equilibrium geometry.

Calculated values
⟨S²⟩: 3.81
Spin multiplicity: 4
HOMO level (spin up / spin down), eV: -9.95 / -9.95
Largest force on an atom, eV/A: 2.139
Charge: +1
LUMO energy (spin up / spin down), eV: -3.674 / -2.542
E, eV: -92674.11567
Energy relative to the best compared isomer or geometry (same formula, charge and spin), kJ/mol: 104.20

Each line ends with the Mulliken spin population.
Positions of all 60 atoms, in Å:
Cr (0.70, 0.26, -1.95)  3.207
O (2.62, 0.53, -1.85)  -0.010
N (3.23, 0.53, -0.71)  -0.009
C (4.58, 0.56, -0.70)  0.007
C (5.29, 0.49, 0.48)  -0.003
C (4.60, 0.38, 1.68)  0.005
C (3.22, 0.35, 1.66)  0.001
C (2.54, 0.44, 0.45)  0.021
S (0.82, 0.43, 0.38)  -0.155
H (5.04, 0.61, -1.67)  0.001
H (6.36, 0.50, 0.44)  0.000
H (5.13, 0.31, 2.62)  0.000
H (2.63, 0.22, 2.56)  0.000
N (-1.44, 0.27, -2.13)  -0.008
C (-1.92, 1.60, -2.52)  -0.023
C (-3.23, 2.05, -1.85)  -0.001
C (-3.43, 1.76, -0.36)  -0.001
C (-2.39, 2.38, 0.60)  -0.008
N (-1.99, 3.72, 0.22)  -0.001
C (-2.77, 4.79, 0.12)  0.000
N (-3.94, 4.88, 0.76)  0.000
N (-2.32, 5.80, -0.61)  0.000
C (-0.78, 2.65, -2.32)  0.008
O (-1.08, 3.85, -2.31)  0.010
O (0.37, 2.19, -2.15)  -0.011
H (-1.78, -0.44, -2.79)  0.006
H (-1.82, 0.02, -1.22)  0.000
H (-2.09, 1.61, -3.60)  -0.010
H (-4.07, 1.59, -2.38)  -0.001
H (-3.30, 3.12, -2.03)  0.000
H (-3.47, 0.69, -0.17)  -0.001
H (-4.42, 2.14, -0.11)  0.000
H (-1.48, 1.78, 0.62)  0.010
H (-2.80, 2.39, 1.61)  0.000
H (-1.18, 3.76, -0.38)  -0.002
H (-4.19, 4.18, 1.44)  0.000
H (-4.45, 5.74, 0.77)  0.000
H (-1.59, 5.61, -1.29)  0.000
H (-2.84, 6.66, -0.71)  0.000
C (2.60, -5.06, 2.24)  0.000
C (1.24, -4.47, 2.05)  -0.001
C (0.40, -4.24, 3.12)  0.000
C (-0.83, -3.63, 2.93)  0.000
Cl (-1.89, -3.39, 4.28)  0.000
C (-1.22, -3.20, 1.67)  0.000
C (-0.39, -3.44, 0.59)  0.001
C (0.82, -4.11, 0.75)  0.001
O (1.64, -4.46, -0.27)  0.000
C (1.38, -3.92, -1.54)  -0.003
C (1.54, -2.39, -1.48)  -0.013
O (2.43, -1.91, -0.79)  0.011
O (0.68, -1.69, -2.11)  -0.029
H (2.78, -5.30, 3.29)  0.000
H (3.36, -4.36, 1.90)  0.000
H (2.72, -5.97, 1.64)  0.000
H (0.70, -4.53, 4.11)  0.000
H (-2.16, -2.69, 1.54)  0.000
H (-0.71, -3.09, -0.38)  -0.002
H (0.39, -4.19, -1.92)  0.000
H (2.15, -4.34, -2.20)  0.000

Entry 2:
The following is a DFT calculation (ωB97M-V/def2-TZVPD) of a 2-piece molecular cluster, C6H10O overall.

Calculated values
Spin multiplicity: 1
SMILES string: C=C/C=C/O.C=C
HOMO level, eV: -8.43
Largest force on an atom, eV/A: 0.341
LUMO energy, eV: 0.893
E, eV: -8429.32228
Energy relative to the best compared isomer or geometry (same formula, charge and spin), kJ/mol: 185.07

Each line ends with the Mulliken charge.
Positions of all 17 atoms, in Å:
O (-0.92, -2.04, 1.26)  -0.467
C (-0.12, -1.51, 0.30)  -0.071
C (-2.14, 1.14, 0.40)  -0.400
C (-1.04, 1.87, 0.22)  -0.569
C (1.46, 0.27, -1.60)  -0.869
C (1.94, -0.47, -0.60)  -0.107
C (1.14, -1.11, 0.46)  -0.266
H (-0.45, -2.02, 2.11)  0.302
H (-0.65, -1.45, -0.65)  0.450
H (-2.12, 0.21, 0.96)  0.228
H (-3.10, 1.44, -0.01)  0.246
H (-0.08, 1.56, 0.63)  0.284
H (-1.06, 2.80, -0.34)  0.231
H (0.40, 0.49, -1.70)  0.205
H (2.12, 0.68, -2.36)  0.257
H (3.01, -0.61, -0.52)  0.290
H (1.62, -1.26, 1.43)  0.257

Entry 3:
The following is a DFT calculation (ωB97M-V/def2-TZVPD) of C23H29F5NO4SbSe4V as an isolated structure in a non-equilibrium geometry.

Calculated values
⟨S²⟩: 3.81
Spin multiplicity: 4
HOMO level (spin up / spin down), eV: -7.29 / -7.38
Largest force on an atom, eV/A: 3.295
LUMO energy (spin up / spin down), eV: -0.282 / -1.692
E, eV: -341195.02607
Energy relative to the best compared isomer or geometry (same formula, charge and spin), kJ/mol: 0.00

Each line ends with the Mulliken spin population.
Positions of all 68 atoms, in Å:
V (-0.25, 0.51, 0.05)  2.061
C (-0.88, 0.36, -3.33)  -0.009
C (-2.41, 0.32, -3.23)  0.000
O (-2.74, 0.35, -1.87)  -0.002
C (-4.01, -0.07, -1.43)  0.005
C (-3.89, -0.44, 0.05)  -0.001
O (-2.95, 0.35, 0.78)  0.009
C (-3.34, 1.65, 1.15)  0.004
C (-3.01, 2.67, 0.09)  0.006
O (-1.72, 2.43, -0.48)  0.015
C (-1.63, 3.05, -1.75)  0.006
C (-0.39, 2.56, -2.44)  0.008
O (-0.23, 1.15, -2.31)  0.006
H (-0.58, 0.74, -4.31)  0.000
H (-0.49, -0.63, -3.19)  0.015
H (-2.74, -0.61, -3.71)  0.000
H (-2.89, 1.16, -3.76)  0.001
H (-4.35, -0.96, -1.97)  0.002
H (-4.74, 0.74, -1.60)  0.000
H (-3.53, -1.46, 0.13)  -0.002
H (-4.87, -0.37, 0.53)  0.001
H (-2.79, 1.88, 2.07)  -0.007
H (-4.41, 1.71, 1.37)  0.001
H (-3.04, 3.68, 0.53)  0.001
H (-3.75, 2.63, -0.71)  -0.002
H (-1.57, 4.14, -1.64)  0.002
H (-2.52, 2.81, -2.33)  -0.003
H (0.50, 3.01, -1.99)  -0.009
H (-0.41, 2.86, -3.49)  0.000
C (2.94, -2.00, -1.89)  -0.008
N (3.47, -2.49, -0.57)  0.006
C (3.61, -3.98, -0.55)  0.001
C (2.65, -1.99, 0.61)  -0.024
C (2.76, -0.50, 0.70)  0.046
C (3.97, -0.01, 1.21)  -0.018
C (4.26, 1.35, 1.24)  0.028
C (3.31, 2.23, 0.73)  -0.024
C (2.10, 1.72, 0.26)  0.018
C (1.77, 0.36, 0.24)  -0.094
H (3.62, -2.33, -2.66)  0.000
H (2.86, -0.92, -1.85)  -0.002
H (1.96, -2.46, -2.03)  0.007
H (4.39, -2.08, -0.44)  0.001
H (2.63, -4.41, -0.71)  0.001
H (4.01, -4.27, 0.42)  0.000
H (4.29, -4.27, -1.36)  0.000
H (3.09, -2.47, 1.48)  0.005
H (1.64, -2.36, 0.48)  0.010
H (4.70, -0.71, 1.61)  0.001
H (5.19, 1.71, 1.66)  0.003
H (3.50, 3.29, 0.73)  -0.001
H (1.38, 2.46, -0.12)  0.001
F (-0.30, 2.79, 1.89)  -0.004
C (-0.20, 1.67, 2.69)  -0.070
C (-0.22, 0.43, 2.10)  0.007
C (-0.09, -0.59, 3.02)  0.028
F (-0.04, -1.90, 2.67)  -0.029
C (0.03, -0.39, 4.39)  -0.013
F (0.17, -1.43, 5.22)  0.000
C (0.03, 0.89, 4.91)  0.025
F (0.15, 1.08, 6.23)  0.002
C (-0.09, 1.95, 4.05)  -0.021
F (-0.08, 3.20, 4.52)  -0.001
Se (0.53, -4.87, -2.14)  0.287
Sb (-0.92, -4.02, -0.40)  -0.049
Se (-3.26, -4.42, -0.42)  -0.007
Se (0.49, -5.00, 1.38)  0.820
Se (-0.70, -1.51, -0.52)  -0.039

Entry 4:
The following is a DFT calculation (ωB97M-V/def2-TZVPD) of C5H7NO3S as an isolated structure in a non-equilibrium geometry.

Calculated values
Spin multiplicity: 1
HOMO level, eV: -7.80
Largest force on an atom, eV/A: 5.794
LUMO energy, eV: -1.325
E, eV: -23760.97881
Energy relative to the best compared isomer or geometry (same formula, charge and spin), kJ/mol: 433.43

Each line ends with the Mulliken charge.
Positions of all 17 atoms, in Å:
C (2.48, 0.77, 0.39)  -0.609
C (1.97, -0.71, -1.12)  -0.610
C (1.19, 0.48, 0.67)  0.200
C (0.85, -0.20, -0.47)  0.850
C (0.18, 0.69, 1.77)  -0.632
N (-2.76, -0.21, -1.42)  -0.417
O (-0.48, -0.66, -0.70)  -0.650
O (-3.25, -1.51, 0.48)  -0.486
O (3.07, 0.06, -0.62)  -0.296
S (-2.50, -0.31, 0.17)  0.845
H (3.18, 1.28, 1.03)  0.393
H (1.73, -1.07, -2.06)  0.398
H (0.70, 0.54, 2.74)  0.326
H (-0.52, 1.61, 1.74)  0.236
H (-0.56, -0.03, 1.35)  -0.126
H (-3.04, -1.07, -1.91)  0.290
H (-2.26, 0.34, -2.01)  0.288

Entry 5:
The following is a DFT calculation (ωB97M-V/def2-TZVPD) of C2H3N in the gas phase in a non-equilibrium geometry.

Calculated values
Spin multiplicity: 1
HOMO level, eV: -8.97
Largest force on an atom, eV/A: 2.517
LUMO energy, eV: 0.383
E, eV: -3608.49416
Energy relative to the best compared isomer or geometry (same formula, charge and spin), kJ/mol: 372.78

Each line ends with the Mulliken charge.
Positions of all 6 atoms, in Å:
C (-0.13, -0.60, -0.32)  -0.760
C (-0.21, 0.50, 0.56)  0.322
N (-0.11, 1.48, 1.20)  -0.455
H (-0.70, -0.61, -1.25)  0.285
H (0.75, 0.72, -0.15)  0.323
H (0.40, -1.50, -0.03)  0.285